Record 1
This record from the OMol25 dataset describes a 2-piece molecular cluster, C2HF2N3O overall at a distorted geometry. The level of theory is ωB97M-V with the def2-TZVPD basis set.

```
! RIJCOSX wB97M-V def2-TZVPD def2/J DEFGRID3
* xyz 0 1
C -1.4380 -0.0990 -0.2803
C -0.3481 0.7946 0.0211
H 2.4281 -0.5638 0.9524
N 0.7529 -0.0726 -0.0496
N 0.4117 -1.3480 -0.1998
N -0.8954 -1.3155 -0.2370
O 2.0710 0.3238 -0.0959
F -2.6569 0.1236 0.1175
F -0.3254 2.1569 -0.2284
*
```

Results
E_HOMO = -0.3719 hartree
Gap between HOMO and LUMO = 8.739 eV

Löwdin population analysis, charges in e, atoms 1 to 8:
1. C -0.304
2. C -0.088
3. H 0.354
4. N -0.245
5. N 0.056
6. N 0.053
7. O -0.028
8. F 0.126



Record 2
This record from the OMol25 dataset describes a 2-piece molecular cluster, C2HF2NO3 overall at a distorted geometry. The level of theory is ωB97M-V with the def2-TZVPD basis set.

```
! RIJCOSX wB97M-V def2-TZVPD def2/J DEFGRID3
* xyz 0 1
C -2.2080 0.6572 0.0910
C 0.2124 0.3889 0.3697
N 0.5071 1.7525 -0.0600
O 0.7555 1.8509 -1.2195
O -2.2841 1.8058 0.1509
O 0.3957 2.5909 0.7790
F -3.3503 -0.1374 -0.1341
F 0.6407 -0.5713 -0.4090
H 0.1466 0.1664 1.3414
*
```

Results
E_HOMO (alpha / beta) = -0.3838 / -0.3985 hartree
Gap between HOMO and LUMO (alpha / beta) = 8.081 / 8.741 eV

Löwdin population analysis, charges in e, atoms 1 to 8:
1. C -0.185
2. C -0.027
3. N -0.427
4. O 0.129
5. O 0.146
6. O 0.121
7. F 0.022
8. F 0.125



Energy relative to the best compared isomer or geometry (same formula, charge and spin) readings, ordered: 70.6; 61.2 kcal/mol